Entry 1:
# C34H29BF2IN7O9V

A molecular structure, C34H29BF2IN7O9V (wB97M-V/def2-TZVPD, OMol25).

Computed properties:
**Kohn-Sham gap (spin up / spin down)**: 5.1922 / 5.2106 eV
**2S+1**: 2
**Net charge**: -2
**Relative energy (zero: lowest compared OMol25 entry of this formula, charge and spin)**: 130.2 kJ/mol

Each line ends with the Löwdin spin population.
Geometry (Å):
1 I 1.21575 -1.77481 -2.61649  0.000
2 V -0.79249 0.85436 0.83910  1.118
3 F 2.03152 1.78146 1.56820  -0.008
4 F 0.67874 3.55112 0.97970  -0.007
5 O -6.45967 3.07993 -2.15383  0.001
6 O -6.96881 3.71230 -0.04665  0.000
7 O -1.98125 0.48870 -2.97047  0.011
8 O 2.75871 3.77254 3.48815  0.000
9 O -0.58803 3.84543 6.69324  -0.001
10 O 3.65824 0.78114 -5.03789  0.000
11 O 2.93024 -5.16209 2.56144  0.000
12 O -0.06955 -0.69370 1.54974  -0.007
13 O -0.81195 0.39559 -1.06527  0.017
14 N 1.50985 2.13594 -0.77744  -0.002
15 N -2.14563 2.03969 0.20987  -0.053
16 N 1.12983 3.83536 5.23445  0.000
17 N -0.67330 -2.95542 4.25441  0.000
18 N -1.42943 1.68386 2.59698  0.001
19 N 1.67657 1.55545 -5.78313  0.000
20 N 2.33190 -1.49909 0.34571  0.000
21 C -3.96848 2.04147 -1.39458  -0.029
22 C -1.82957 0.79986 -1.79985  0.008
23 C -0.21238 3.61716 5.54094  -0.001
24 C 3.08958 1.41255 -2.38497  0.001
25 C 0.14064 -1.66414 2.39565  0.000
26 C -0.65415 2.28470 3.49679  0.006
27 C 2.70449 1.62196 -1.07633  -0.002
28 C 3.17327 -1.71538 -1.92035  0.000
29 C -0.87513 -2.03903 3.32645  -0.001
30 C 3.41199 -1.57143 -0.54750  0.000
31 C 0.66819 2.49675 -1.75013  -0.002
32 C 2.19066 1.69725 -3.40248  -0.001
33 C -2.22911 -1.40158 3.26534  0.001
34 C 2.79481 -4.15426 3.56785  0.000
35 C 1.53947 -3.33868 3.42413  0.000
36 C -3.36055 2.79484 3.69907  -0.001
37 C -2.53074 3.28476 4.62242  0.000
38 C 1.34624 -2.38410 2.40341  -0.001
39 C 2.58130 1.29916 -4.80269  0.000
40 C -2.91534 2.87390 1.15124  -0.007
41 C -4.80952 2.82192 -0.48780  0.000
42 C -2.72811 1.70113 -1.01846  0.006
43 C -1.09266 3.12020 4.50090  -0.001
44 C 2.37957 -2.25459 1.36882  0.000
45 C 0.97035 2.27590 -3.07634  0.000
46 C 5.53619 -1.59389 -2.36815  0.000
47 C 1.63541 4.43819 4.02380  0.000
48 C 0.51643 -3.56191 4.31806  -0.001
49 C -6.22736 3.24325 -0.93447  0.001
50 C 4.72866 -1.41655 -0.11192  0.000
51 C 5.78283 -1.42363 -1.01420  0.000
52 C -4.30621 3.19934 0.69000  -0.015
53 C 4.22979 -1.74003 -2.81682  0.000
54 C -2.84485 2.08529 2.47942  -0.002
55 B 0.94503 2.20063 0.76211  -0.025
56 H 2.79640 -4.61349 4.56176  0.000
57 H 2.45400 3.08289 2.88207  0.000
58 H -4.93593 3.78798 1.34835  -0.001
59 H 3.32350 1.35744 -0.23172  0.000
60 H -3.44279 1.18056 2.29830  0.000
61 H 2.05150 -5.52148 2.40067  0.000
62 H 1.87293 1.15986 -6.68592  0.000
63 H 1.63370 4.08477 6.07240  0.000
64 H -2.90833 3.79882 5.49816  0.000
65 H -4.43377 2.90637 3.79545  0.000
66 H 6.34959 -1.58620 -3.08229  0.000
67 H 3.22405 -2.94184 1.48644  0.000
68 H 4.90718 -1.25436 0.94430  0.000
69 H 0.39640 2.01139 3.45382  0.001
70 H 4.02621 -1.83001 -3.87528  0.000
71 H 0.72317 1.78418 -5.56859  0.000
72 H 0.64794 -4.27943 5.12308  0.000
73 H -2.24466 -0.47413 3.83936  0.000
74 H 0.82371 4.49634 3.29982  0.000
75 H 6.79554 -1.28638 -0.65582  0.000
76 H 4.04559 0.96676 -2.61465  0.000
77 H -2.50569 -1.14555 2.24227  0.001
78 H 3.69234 -3.53930 3.49287  0.000
79 H -0.27434 2.91557 -1.42065  0.000
80 H 1.98406 5.45147 4.24545  0.000
81 H -2.96322 -2.08883 3.68209  0.000
82 H 0.20787 2.51768 -3.80225  0.000
83 H -4.36010 1.73647 -2.35351  -0.002
84 H -2.35858 3.80662 1.33268  -0.003

Forces on atoms 1 to 6 (eV/Å):
I -0.0440 -0.0907 -0.0149
V -0.3413 0.5008 0.3696
F -0.0849 0.0328 -0.0088
F -0.0177 -0.0224 0.1034
O -0.0016 -0.0333 0.0475
O 0.0079 0.0110 -0.0104



Entry 2:
# C34H29Cl5InO3PS2

A molecular structure, C34H29Cl5InO3PS2 (wB97M-V/def2-TZVPD, OMol25).

Computed properties:
**Kohn-Sham gap**: 5.6061 eV
**Net charge**: -2
**Relative energy (zero: lowest compared OMol25 entry of this formula, charge and spin)**: 53.4 kJ/mol

Each line ends with the Löwdin charge.
Geometry (Å):
1 In -0.16140 -0.93029 -0.03500  0.327
2 Cl 2.25836 0.20222 -5.40091  0.631
3 Cl 3.01836 -2.79929 -5.80467  0.622
4 Cl 0.80688 -3.97770 -1.01796  0.678
5 Cl 0.77394 1.08711 -2.79338  0.750
6 Cl 2.29996 -4.89490 -3.60777  0.626
7 S -0.79359 -2.05074 2.18607  0.574
8 S -2.38099 -1.85442 -0.77049  0.577
9 P -0.03519 1.53197 0.94395  1.032
10 O 4.01000 -0.29528 -0.74456  0.093
11 O -1.43975 1.90920 -0.53963  -0.411
12 O 3.09688 -1.91367 0.66367  0.050
13 C 2.91077 0.14001 4.35424  -0.103
14 C -2.82053 1.93528 3.87646  -0.086
15 C 1.29295 1.71511 3.54321  -0.083
16 C 1.03213 2.81480 0.14501  -0.286
17 C -1.90527 1.43398 2.96523  -0.087
18 C -4.68289 -2.15069 0.66633  -0.154
19 C 2.87624 -0.51009 3.13467  -0.030
20 C -1.20419 2.29537 2.12157  -0.327
21 C 2.69300 4.64204 -1.20148  -0.114
22 C -3.76362 1.62019 0.16068  -0.033
23 C 3.24050 3.58301 -0.49740  -0.085
24 C 1.31208 4.78708 -1.23577  -0.095
25 C -2.54699 -2.12104 1.97852  -0.789
26 C -2.32442 4.16735 3.15149  -0.102
27 C 2.42069 2.69313 0.18399  -0.071
28 C 2.01379 -0.71744 0.79256  -0.192
29 C -1.41098 3.66391 2.23280  -0.097
30 C -3.18246 -2.05711 0.79236  -0.794
31 C 2.18577 -2.29969 -4.37020  -0.706
32 C -3.01914 3.71815 -0.95954  -0.061
33 C 3.20938 -0.77279 0.01220  -0.581
34 C 1.85922 -3.23200 -3.39072  -0.699
35 C 1.21479 1.06918 2.30762  -0.285
36 C 0.49478 3.87292 -0.58960  -0.107
37 C 1.84377 -0.96400 -4.18745  -0.698
38 C 2.05226 -0.04611 2.10664  -0.260
39 C -3.30998 -2.26699 3.28330  -0.166
40 C 1.17086 -0.58520 -3.02901  -0.677
41 C 2.12857 1.27065 4.55627  -0.107
42 C 0.80986 -1.48832 -2.04094  -0.262
43 C 1.18231 -2.80761 -2.24933  -0.687
44 C -3.03904 3.30507 3.97117  -0.114
45 C -3.05391 1.58463 -2.23268  -0.061
46 C -2.76885 2.20079 -0.85630  -0.712
47 H -2.77105 4.21787 -0.02044  0.059
48 H 3.33220 5.33703 -1.73409  0.087
49 H -5.17402 -2.38045 1.61233  0.051
50 H -1.72471 0.36502 2.90288  0.066
51 H -0.57650 3.93552 -0.68080  0.066
52 H -3.36865 1.25028 4.51305  0.097
53 H 3.55009 -0.23333 5.14685  0.088
54 H -2.47860 5.23829 3.22307  0.091
55 H 0.86358 5.60080 -1.79497  0.092
56 H -4.94955 -2.93171 -0.05126  0.059
57 H 2.88588 1.88604 0.72710  0.094
58 H -4.06273 1.83633 -2.58323  0.071
59 H -4.78953 1.66347 -0.22171  0.078
60 H -3.75724 3.69811 4.68168  0.086
61 H -2.96120 0.50046 -2.17191  0.030
62 H -2.41326 4.14967 -1.76227  0.072
63 H -0.86078 4.34658 1.59681  0.098
64 H -5.09111 -1.21250 0.27836  0.059
65 H 4.31230 3.42821 -0.48111  0.099
66 H -4.15753 -1.57863 3.34159  0.060
67 H -3.69475 -3.28395 3.41718  0.068
68 H 2.15623 1.79532 5.50485  0.086
69 H -3.72885 2.17297 1.10114  0.064
70 H 3.48144 -1.38937 2.95611  0.110
71 H -3.50567 0.57757 0.35483  0.052
72 H 0.67042 2.58265 3.72769  0.097
73 H -2.32270 1.96027 -2.95272  0.066
74 H -2.64790 -2.05399 4.12173  0.041
75 H -4.07106 3.92439 -1.18588  0.072

Forces on atoms 1 to 6 (eV/Å):
In 0.0977 -0.1074 -0.0063
Cl -0.0028 -0.0287 0.0224
Cl -0.0074 0.0092 0.0105
Cl 0.0000 0.0027 -0.0008
Cl 0.0104 -0.0215 -0.0046
Cl -0.0105 0.0271 0.0027



Entry 3:
# C34H29F2Si

2 unconnected molecules or ions with the total composition C34H29F2Si in a non-equilibrium geometry (wB97M-V/def2-TZVPD, OMol25).

Computed properties:
**Kohn-Sham gap**: 5.4183 eV
**Net charge**: +1
**Relative energy (zero: lowest compared OMol25 entry of this formula, charge and spin)**: 56.6 kJ/mol

Each line ends with the natural charge from an NBO analysis.
Geometry (Å):
1 Si 2.07186 -0.10757 1.06610  1.700
2 F -2.37837 5.40082 -2.34444  -0.297
3 F -5.68610 -4.54944 -2.06347  -0.299
4 C -5.20271 -2.27089 -1.62750  -0.276
5 C -2.72581 1.32133 -3.05115  -0.206
6 C -2.53566 4.06728 -2.62356  0.486
7 C -1.84033 3.51860 -3.70440  -0.282
8 C 1.69896 -0.14934 -0.78770  -0.950
9 C -2.46134 -0.09398 -3.04211  0.178
10 C -1.95567 2.15371 -3.92122  -0.090
11 C 3.85536 -1.53689 2.75295  -0.216
12 C -4.11040 -3.44251 -3.47197  -0.276
13 C -1.06539 -0.97895 3.64594  -0.230
14 C -3.47680 -1.12802 -2.93502  -0.201
15 C 2.21504 4.34876 2.44101  -0.199
16 C -0.03175 -0.29741 2.99156  -0.130
17 C -3.37724 -2.29847 -3.74843  -0.100
18 C -3.54031 1.96614 -2.08681  -0.087
19 C -4.46292 -1.12850 -1.91921  -0.104
20 C 0.77136 -0.97716 2.06723  -0.531
21 C -0.45054 -3.02816 2.51107  -0.215
22 C -4.98556 -3.41368 -2.38459  0.470
23 C 3.29132 2.17765 2.26029  -0.127
24 C 2.15609 1.66886 1.61240  -0.516
25 C -1.28557 -2.33866 3.39830  -0.205
26 C 3.31802 3.51633 2.67273  -0.223
27 C 3.68800 -0.92251 1.50098  -0.436
28 C 5.09109 -2.10319 3.09699  -0.205
29 C 6.16147 -2.05589 2.19513  -0.201
30 C 0.58278 -2.35141 1.85297  -0.197
31 C 1.05235 2.50426 1.37020  -0.214
32 C 4.76094 -0.87489 0.59715  -0.232
33 C 0.45598 -0.89949 -1.15999  0.070
34 C -3.40489 3.32879 -1.83245  -0.286
35 C 1.08495 3.84289 1.78471  -0.214
36 C -0.76142 -0.35338 -1.41624  -0.565
37 C 5.99213 -1.44422 0.94566  -0.197
38 H -1.58080 -0.40465 -3.62760  0.246
39 H -4.59223 -0.25695 -1.28735  0.213
40 H 0.16497 2.10874 0.86594  0.201
41 H 3.02417 -1.57070 3.46247  0.225
42 H 4.63546 -0.38612 -0.37151  0.204
43 H -0.85610 0.73678 -1.49932  0.209
44 H 7.12444 -2.49361 2.46538  0.224
45 H 0.15493 0.75722 3.20515  0.216
46 H 0.22229 4.48155 1.59618  0.213
47 H -2.66374 -2.30594 -4.58039  0.231
48 H -4.01527 -4.34391 -4.07510  0.261
49 H 0.57062 -1.98534 -1.22324  0.196
50 H 1.24056 -2.89408 1.16810  0.210
51 H -1.22611 4.14693 -4.34358  0.263
52 H 4.20378 3.90494 3.17635  0.222
53 H -3.97360 3.79721 -1.03027  0.260
54 H -1.39850 1.68863 -4.74078  0.233
55 H -2.10055 -2.86221 3.90047  0.221
56 H 4.14810 1.52598 2.44867  0.217
57 H 1.62711 0.89444 -1.10162  0.254
58 H -1.63305 -1.01316 -1.28845  0.240
59 H -1.69618 -0.43992 4.35252  0.219
60 H -0.59486 -4.09144 2.32551  0.218
61 H -4.21782 1.39232 -1.46838  0.218
62 H 6.81938 -1.40297 0.23799  0.218
63 H -5.92867 -2.26241 -0.81622  0.259
64 H 5.21111 -2.57719 4.07127  0.222
65 H 2.23627 5.38957 2.77059  0.223
66 H 2.58538 -0.60460 -1.23584  0.263

Forces on atoms 1 to 6 (eV/Å):
Si 0.2858 0.0661 1.1435
F -0.1665 -1.7822 -0.4096
F 0.9680 1.4641 -0.4649
C 0.0553 0.4508 -0.0661
C 0.6195 0.5865 0.5697
C 0.1527 1.2919 0.1228



Entry 4:
# C34H30AsN4P2S4Sn

A molecular structure, C34H30AsN4P2S4Sn in a non-equilibrium geometry (wB97M-V/def2-TZVPD, OMol25).

Computed properties:
**Kohn-Sham gap**: 7.0114 eV
**Net charge**: -1
**Relative energy (zero: lowest compared OMol25 entry of this formula, charge and spin)**: 60.7 kJ/mol

Each line ends with the Löwdin charge.
Geometry (Å):
1 Sn -0.78580 2.65511 0.05845  0.457
2 As -1.08642 2.43390 3.38807  -0.477
3 S 0.50790 1.71134 1.97796  -0.081
4 S -0.46556 4.18347 4.25900  -0.125
5 S -1.71357 0.72873 4.41004  -0.061
6 S -2.62790 2.90222 1.70761  -0.119
7 P 0.57000 -2.17399 -1.04240  0.937
8 P -2.14633 -1.08654 -0.68507  0.966
9 N 2.19480 4.24867 0.46451  0.102
10 N 0.05181 5.00765 0.52577  -0.025
11 N -1.01045 -2.36336 -0.51161  -0.459
12 N 4.17208 5.14461 -0.46514  0.109
13 C 4.21327 2.92744 0.61363  -0.017
14 C 1.39482 -2.03772 0.51514  -0.406
15 C 1.07030 -3.86813 -1.45078  -0.362
16 C -3.81894 -0.81942 -4.45598  -0.093
17 C -0.84992 5.94721 0.73928  -0.193
18 C -3.24019 -2.88109 -2.62362  -0.133
19 C 0.79179 7.56363 0.70755  -0.094
20 C 5.53691 2.81852 0.34663  -0.071
21 C 6.19092 3.78669 -0.50787  -0.088
22 C 3.56761 4.11131 0.17131  -0.254
23 C 2.18302 -4.47241 -0.88943  -0.091
24 C 5.49182 4.92875 -0.82925  -0.143
25 C 0.69543 -1.85104 1.73319  -0.101
26 C 2.56854 -5.74710 -1.24465  -0.082
27 C 3.44443 -1.81503 1.84651  -0.075
28 C -4.39243 -0.72951 2.75215  -0.075
29 C -0.53232 7.25322 0.89047  -0.082
30 C -4.36261 -2.46192 0.50681  -0.116
31 C 1.77719 -6.45706 -2.13254  -0.114
32 C 1.33496 -1.55279 2.91444  -0.133
33 C -3.66499 -3.16521 -3.90809  -0.100
34 C -5.35522 -1.73285 2.62797  -0.087
35 C -3.41943 -1.45000 0.55749  -0.376
36 C 1.75522 6.65753 0.43027  -0.014
37 C -5.27689 -2.63620 1.53420  -0.101
38 C -3.03409 -1.54174 -2.24026  -0.364
39 C 0.59787 -5.92666 -2.65287  -0.071
40 C 2.79055 -1.97576 0.60701  -0.142
41 C -3.90475 -2.13419 -4.82523  -0.113
42 C 2.68740 -1.59494 2.99982  -0.101
43 C 1.39076 5.31370 0.51713  -0.298
44 C 0.29631 -4.58611 -2.32915  -0.110
45 C -3.31629 -0.55673 -3.18255  -0.106
46 C -3.44116 -0.60610 1.67708  -0.129
47 H 1.95765 -7.50551 -2.26193  0.088
48 H -1.86753 5.50798 0.78320  0.077
49 H -3.12823 0.50256 -2.95213  0.103
50 H -6.23837 -1.81595 3.25673  0.093
51 H 6.09005 1.90991 0.68142  0.115
52 H 3.25121 -1.41546 3.88929  0.096
53 H -0.00320 -6.46149 -3.43127  0.113
54 H 7.16133 3.57868 -0.90510  0.080
55 H 2.75624 6.95557 0.26170  0.083
56 H -0.42040 -1.74917 1.69450  0.099
57 H 3.61455 2.27252 1.23432  0.100
58 H 4.51230 -1.76356 1.91188  0.086
59 H 1.78754 3.43683 0.95719  -0.002
60 H 1.11769 8.62523 0.74030  0.120
61 H -2.92654 -3.64414 -1.87676  0.098
62 H -4.20295 -2.51599 -5.79387  0.095
63 H 3.36205 -6.28966 -0.76220  0.100
64 H -3.98414 -0.03658 -5.17430  0.098
65 H -1.30415 7.98865 1.18982  0.117
66 H -6.06633 -3.37987 1.46464  0.090
67 H -3.71351 -4.20235 -4.29354  0.106
68 H -0.54831 -4.15825 -2.74304  0.058
69 H -2.66655 0.11050 1.81139  -0.020
70 H -4.46308 -3.07663 -0.42104  0.095
71 H -4.34714 0.01925 3.55588  0.067
72 H -1.28085 -3.26561 -0.10749  0.086
73 H 2.78192 -3.97686 -0.14373  0.074
74 H 3.28354 -2.02832 -0.35532  0.097
75 H 0.70426 -1.39964 3.78534  0.092
76 H 5.95049 5.67722 -1.49892  0.103

Forces on atoms 1 to 6 (eV/Å):
Sn -0.1495 0.0433 0.2621
As -0.4758 -0.3406 -0.7753
S 0.2762 0.0128 -0.5814
S 0.1381 0.6042 0.4271
S -0.0131 0.0540 0.3337
S 0.5073 0.0364 0.1027